Run a
Computed, not measured: a cluster of 2 separate species, C2H2N2O4 in total, with ωB97M-V/def2-TZVPD.

Results
**HOMO energy**: -10.2 eV

Each atom is followed by the atoms it is bonded to, with distances in Å.
Positions of all 10 atoms, in Å:
1 C 1.066 -0.024 -0.376  N5 1.301, O7 1.383, O10 1.354
2 C -1.024 -0.435 -0.212  N6 1.487, O9 1.259, O10 1.353
3 H 2.686 -1.221 -1.383  O7 1.180
4 H -2.232 1.074 1.653  no bonds
5 N 0.822 1.008 0.377  C1 1.301, N6 1.488
6 N -0.662 0.896 0.345  C2 1.487, N5 1.488, O8 1.536
7 O 2.294 -0.178 -0.992  C1 1.383, H3 1.180
8 O -0.916 0.716 1.849  N6 1.536
9 O -2.119 -1.037 -0.365  C2 1.259
10 O 0.085 -0.798 -0.897  C1 1.354, C2 1.353


Run b
Computed, not measured: an isolated molecule of C2H2N2O4, with ωB97M-V/def2-TZVPD.

Results
**Structure (SMILES)**: O=N[C@]1([N+](=O)[O-])CO1
**HOMO energy**: -10.6 eV

Each atom is followed by the atoms it is bonded to, with distances in Å.
Positions of all 10 atoms, in Å:
1 O -0.019 1.988 1.449  N2 1.218
2 N 0.345 0.826 1.487  O1 1.218, C3 1.389
3 C 0.213 0.096 0.313  N2 1.389, N4 1.548, C7 1.516, O8 1.477
4 N -0.011 0.833 -1.030  C3 1.548, O5 1.239, O6 1.201
5 O -1.189 0.939 -1.399  N4 1.239
6 O 0.995 1.264 -1.523  N4 1.201
7 C -0.134 -1.371 0.156  C3 1.516, O8 1.329, H9 1.085, H10 1.114
8 O 1.150 -1.032 0.143  C3 1.477, C7 1.329
9 H -0.527 -1.834 1.055  C7 1.085
10 H -0.824 -1.709 -0.650  C7 1.114


Taking the most stable structure as the zero point, the relative energies in kcal/mol are run a 0.0; run b 32.9.


Run a
Computed, not measured: an isolated molecule of C3H6O2S, with ωB97M-V/def2-TZVPD.

Results
**Multiplicity**: 3
**Expectation value of S²**: 2.006
**HOMO energy (alpha / beta)**: -6.2 / -10.0 eV

Each atom is followed by the atoms it is bonded to, with distances in Å.
Positions of all 12 atoms, in Å:
1 C -0.798 1.120 -1.200  C2 1.512, O4 1.219, O5 1.338
2 C -1.338 0.159 -2.235  C1 1.512, H7 1.082, H8 1.017, H9 1.163
3 C 1.076 0.286 2.427  S6 1.845, H10 1.150, H11 1.126, H12 1.087
4 O -0.843 2.323 -1.394  C1 1.219
5 O -0.188 0.581 -0.139  C1 1.338, S6 1.759
6 S 0.823 1.444 1.013  C3 1.845, O5 1.759
7 H -1.331 0.658 -3.194  C2 1.082
8 H -0.831 -0.721 -2.169  C2 1.017
9 H -2.441 0.131 -1.868  C2 1.163
10 H 2.004 0.623 3.017  C3 1.150
11 H 0.992 -0.694 1.881  C3 1.126
12 H 0.291 0.477 3.155  C3 1.087


Run b
Computed, not measured: a cluster of 2 separate species, C3H6O2S in total, with ωB97M-V/def2-TZVPD.

Results
**Multiplicity**: 3
**Expectation value of S²**: 2.015
**HOMO energy (alpha / beta)**: -7.2 / -9.5 eV

Each atom is followed by the atoms it is bonded to, with distances in Å.
Positions of all 12 atoms, in Å:
1 C -2.450 0.761 -0.092  C2 1.279, H7 1.101, H8 1.168
2 C -1.296 0.771 0.457  C1 1.279, H9 1.017
3 C 1.134 -0.495 0.135  O4 1.435, O5 1.350, S6 1.842
4 O 0.896 -1.298 -1.030  C3 1.435, H10 0.953
5 O 1.380 -1.265 1.217  C3 1.350, H11 1.011
6 S 2.181 1.011 -0.039  C3 1.842, H12 1.445
7 H -3.241 1.501 0.105  C1 1.101
8 H -2.936 0.061 -0.891  C1 1.168
9 H -1.040 1.471 1.148  C2 1.017
10 H 0.930 -0.955 -1.919  O4 0.953
11 H 0.900 -2.154 1.190  O5 1.011
12 H 3.542 0.591 -0.280  S6 1.445


Taking the most stable structure as the zero point, the relative energies in kcal/mol are run a 0.0; run b 47.0.


Run a
Computed, not measured: a cluster of 2 separate species, C3H3O3S in total, with ωB97M-V/def2-TZVPD.

Results
**Total charge**: -1
**HOMO energy**: -4.4 eV

Each atom is followed by the atoms it is bonded to, with distances in Å.
Positions of all 10 atoms, in Å:
1 C -0.757 0.585 -1.255  C2 1.241, H8 1.076, H9 1.188
2 C -1.307 1.154 -0.298  C1 1.241, S7 1.618
3 C 2.049 0.500 -0.079  O4 1.234, O5 1.219, O6 1.393
4 O 1.365 -0.524 0.005  C3 1.234
5 O 1.920 1.420 -0.869  C3 1.219
6 O 2.904 0.647 1.011  C3 1.393, H10 0.903
7 S -2.000 2.014 0.884  C2 1.618
8 H -1.178 0.278 -2.196  C1 1.076
9 H 0.217 0.087 -0.793  C1 1.188
10 H 3.189 1.502 1.067  O6 0.903


Run b
Computed, not measured: a cluster of 2 separate species, C3H3O3S in total, with ωB97M-V/def2-TZVPD.

Results
**Total charge**: -1
**HOMO energy**: -2.7 eV

Each atom is followed by the atoms it is bonded to, with distances in Å.
Positions of all 10 atoms, in Å:
1 C 2.551 -0.548 -0.114  O4 1.193, O5 1.144
2 C 0.482 0.211 -0.218  O6 1.332, S7 1.648
3 C -1.880 0.019 0.147  O6 1.442, H8 1.054, H9 1.037, H10 0.988
4 O 2.781 -0.719 1.045  C1 1.193
5 O 2.817 -0.638 -1.223  C1 1.144
6 O -0.558 -0.555 0.111  C2 1.332, C3 1.442
7 S 0.458 1.859 -0.276  C2 1.648
8 H -2.081 0.896 -0.404  C3 1.054
9 H -2.097 0.156 1.152  C3 1.037
10 H -2.472 -0.681 -0.220  C3 0.988


Taking the most stable structure as the zero point, the relative energies in kcal/mol are run a 0.0; run b 16.2.


Run a
Computed, not measured: a cluster of 2 separate species, C3H3O3S in total, with ωB97M-V/def2-TZVPD.

Results
**Total charge**: -1
**HOMO energy (alpha / beta)**: -4.3 / -4.1 eV

Each atom is followed by the atoms it is bonded to, with distances in Å.
Positions of all 10 atoms, in Å:
1 C 0.406 0.461 0.685  C2 1.213, C3 1.421
2 C 0.294 -0.673 1.100  C1 1.213
3 C 0.975 1.750 0.494  C1 1.421, H8 1.073, H9 1.105, H10 1.123
4 O -2.606 -1.279 -0.926  S7 1.467
5 O -0.479 -1.924 -2.027  S7 1.467
6 O -0.728 -2.250 0.477  S7 1.577
7 S -1.428 -2.154 -0.932  O4 1.467, O5 1.467, O6 1.577
8 H 1.799 1.869 1.171  C3 1.073
9 H 1.512 1.592 -0.458  C3 1.105
10 H 0.256 2.608 0.416  C3 1.123


Run b
Computed, not measured: a cluster of 2 separate species, C3H3O3S in total, with ωB97M-V/def2-TZVPD.

Results
**Total charge**: -1
**HOMO energy (alpha / beta)**: -2.9 / -4.7 eV

Each atom is followed by the atoms it is bonded to, with distances in Å.
Positions of all 10 atoms, in Å:
1 C -1.994 0.093 0.580  C2 1.490, C3 1.332, H8 1.104
2 C -1.466 -0.701 -0.566  C1 1.490, C3 1.561, H9 1.123
3 C -2.432 0.525 -0.602  C1 1.332, C2 1.561, H10 1.065
4 O 2.949 -1.275 1.146  S7 1.497
5 O 2.935 -0.357 -1.228  S7 1.494
6 O 2.464 1.186 0.693  S7 1.469
7 S 2.524 -0.195 0.200  O4 1.497, O5 1.494, O6 1.469
8 H -1.908 0.114 1.680  C1 1.104
9 H -0.346 -0.615 -0.554  C2 1.123
10 H -2.725 1.226 -1.348  C3 1.065


Taking the most stable structure as the zero point, the relative energies in kcal/mol are run a 0.0; run b 12.7.